# 1
Entry from OMol25: a molecular structure, C45H38BiClF2N3O3P at a distorted geometry (ωB97M-V with the def2-TZVPD basis set).

E = -90982.1432 eV
Energy relative to the best compared isomer or geometry (same formula, charge and spin) = 67.4 kJ/mol
Kohn-Sham gap = 7.1786 eV
LUMO energy = -0.59 eV

ORCA input file:
```
! RIJCOSX wB97M-V def2-TZVPD def2/J DEFGRID3
* xyz 0 1
Bi -0.652 0.195 0.031
Cl 5.247 3.838 0.622
C 3.848 3.064 -0.062
C 2.879 3.839 -0.687
C 1.746 3.241 -1.200
C 1.581 1.854 -1.130
O 0.457 1.286 -1.558
C 2.630 1.068 -0.587
C 2.547 -0.384 -0.787
N 2.911 -1.261 0.065
C 2.806 -2.649 -0.089
C 3.673 -3.407 0.676
C 3.591 -4.804 0.738
C 2.628 -5.479 0.044
C 1.740 -4.772 -0.790
C 0.762 -5.428 -1.573
C -0.063 -4.705 -2.385
C 0.077 -3.307 -2.400
N 0.959 -2.667 -1.672
C 1.813 -3.351 -0.875
C 3.734 1.690 -0.007
H 3.016 4.909 -0.765
H 0.968 3.834 -1.661
H 2.178 -0.659 -1.773
H 4.433 -2.883 1.240
H 4.299 -5.347 1.350
H 2.544 -6.556 0.117
H 0.679 -6.507 -1.519
H -0.829 -5.176 -2.986
H -0.567 -2.692 -3.024
H 4.520 1.087 0.426
F -1.388 5.605 0.140
C -1.122 4.526 0.889
C -1.041 3.279 0.301
C -0.687 2.188 1.074
C -0.412 2.321 2.445
C -0.597 3.589 2.998
F -0.447 3.811 4.324
C -0.935 4.693 2.246
C 0.114 1.159 3.188
C 0.470 1.181 4.539
C 1.091 0.082 5.102
C 1.327 -1.042 4.327
C 0.879 -1.015 3.020
N 0.306 0.046 2.467
H -1.267 3.157 -0.751
H -1.055 5.657 2.720
H 0.281 2.051 5.142
H 1.398 0.110 6.140
H 1.824 -1.915 4.724
H 1.002 -1.878 2.379
C -3.012 -3.595 -5.366
C -2.958 -2.284 -4.628
C -3.887 -1.989 -3.638
C -3.800 -0.821 -2.892
C -4.853 -0.515 -1.860
C -2.748 0.070 -3.141
C -1.870 -0.152 -4.212
C -0.809 0.847 -4.573
C -1.986 -1.339 -4.929
C -2.522 1.222 -2.196
O -2.392 2.369 -2.560
O -2.500 0.844 -0.919
H -3.553 -4.340 -4.784
H -2.006 -3.968 -5.562
H -3.517 -3.481 -6.328
H -4.693 -2.687 -3.435
H -5.740 -1.127 -2.024
H -5.140 0.536 -1.906
H -4.470 -0.695 -0.857
H -0.084 0.947 -3.764
H -1.255 1.831 -4.711
H -0.299 0.553 -5.489
H -1.292 -1.535 -5.739
C -4.644 -2.217 1.523
P -2.943 -1.512 1.314
C -1.993 -3.011 1.825
C -2.964 -0.480 2.831
C -3.434 0.823 2.666
C -3.555 1.671 3.755
C -3.197 1.227 5.019
C -2.724 -0.067 5.187
C -2.607 -0.921 4.102
H -4.757 -2.675 2.506
H -4.825 -2.957 0.742
H -5.372 -1.413 1.419
H -2.452 -3.504 2.683
H -0.961 -2.760 2.055
H -1.989 -3.702 0.981
H -3.703 1.160 1.669
H -3.935 2.675 3.616
H -3.283 1.886 5.873
H -2.454 -0.416 6.176
H -2.235 -1.925 4.258
*
```

---

# 2
Entry from OMol25: a molecular structure, C45H38FLaN4O11PS at a distorted geometry (ωB97M-V with the def2-TZVPD basis set).

E = -99472.3898 eV
Kohn-Sham gap = 7.5491 eV
LUMO energy = 2.15 eV

ORCA input file:
```
! RIJCOSX wB97M-V def2-TZVPD def2/J DEFGRID3
* xyz -1 1
La 0.095 -0.071 0.824
O 0.376 -2.279 1.791
S 0.221 -3.012 0.539
O 1.231 -3.992 0.245
O -0.013 -2.052 -0.571
C -1.333 -3.897 0.661
C -1.302 -5.283 0.691
C -2.485 -5.992 0.797
C -3.692 -5.308 0.862
C -3.716 -3.924 0.824
C -2.534 -3.193 0.727
P -2.543 -1.337 0.697
C -3.702 -1.005 2.068
C -3.571 -1.704 3.266
C -4.237 -1.277 4.401
C -5.043 -0.148 4.355
C -5.182 0.552 3.166
C -4.508 0.131 2.029
C -3.598 -1.122 -0.799
C -2.745 -0.711 -1.979
C -3.510 -0.550 -3.353
C -4.998 -0.621 -3.277
C -5.634 -0.920 -2.143
C -4.930 -1.173 -0.892
H -0.342 -5.777 0.621
H -2.469 -7.074 0.828
H -4.623 -5.858 0.939
H -4.661 -3.401 0.878
H -2.903 -2.554 3.320
H -4.090 -1.799 5.337
H -5.537 0.202 5.252
H -5.797 1.444 3.129
H -4.591 0.696 1.108
H -1.030 0.497 -1.880
H -1.938 0.548 -4.299
H -5.549 -0.414 -4.191
H -6.718 -0.970 -2.124
H -5.534 -1.392 -0.018
N -3.031 2.564 -0.837
C -2.682 1.656 -1.838
C -3.153 1.838 -3.076
C -2.993 0.713 -4.057
C -2.822 -1.844 -3.743
C -2.094 -1.923 -2.633
N -1.979 0.461 -1.505
C -2.578 2.830 0.437
C -3.332 3.761 1.174
C -2.928 4.096 2.444
C -1.749 3.549 2.933
C -1.064 2.663 2.128
N -1.481 2.260 0.922
H -3.715 3.227 -1.158
H -3.756 2.699 -3.340
H -3.539 0.905 -4.983
H -2.934 -2.469 -4.621
H -1.372 -2.624 -2.251
H -4.229 4.190 0.743
H -3.515 4.782 3.042
H -1.371 3.795 3.915
H -0.111 2.269 2.459
C 6.153 3.678 -2.217
C 6.546 2.899 -0.960
C 7.819 2.105 -1.219
C 8.181 1.267 -0.001
C 7.045 0.332 0.303
C 7.264 -0.907 0.863
C 6.192 -1.749 1.133
F 6.458 -2.950 1.687
C 4.905 -1.391 0.849
C 4.663 -0.137 0.278
C 3.272 0.233 -0.021
O 2.372 -0.614 0.060
C 3.093 1.608 -0.412
C 4.178 2.387 -0.637
N 5.468 1.987 -0.533
C 5.730 0.734 0.004
C 1.727 2.273 -0.643
O 1.730 3.488 -0.840
O 0.727 1.495 -0.655
H 7.044 4.135 -2.649
H 5.439 4.472 -2.009
H 5.715 3.004 -2.955
H 6.737 3.609 -0.147
H 8.622 2.801 -1.466
H 7.661 1.451 -2.081
H 8.362 1.929 0.852
H 9.097 0.702 -0.176
H 8.269 -1.231 1.104
H 4.066 -2.043 1.056
H 3.989 3.412 -0.924
O -0.867 -0.603 4.799
C -0.425 -0.213 3.737
O -1.094 -0.045 2.643
C 1.082 0.225 3.607
O 1.794 0.273 4.589
O 1.419 0.585 2.407
C 1.781 -0.562 -3.476
O 0.518 -0.470 -2.852
H 1.815 -1.398 -4.185
H 2.589 -0.689 -2.749
H 1.949 0.367 -4.021
H 0.477 -1.105 -2.123
*
```

---

# 3
Entry from OMol25: a molecular structure, C45H39GeO4P2Pt at a distorted geometry (ωB97M-V with the def2-TZVPD basis set).

E = -133828.4500 eV
Kohn-Sham gap (alpha / beta) = 6.2493 / 6.2245 eV
LUMO energy (alpha / beta) = -1.10 / -1.14 eV

ORCA input file:
```
! RIJCOSX wB97M-V def2-TZVPD def2/J DEFGRID3
* xyz 0 2
Pt 0.426 -0.035 -0.068
O 2.272 -3.596 1.896
C 1.897 -2.492 1.654
O 0.942 -1.756 1.796
C 3.127 -1.550 0.712
O 4.106 -1.355 1.370
O 2.654 -1.291 -0.377
C 1.726 3.010 -0.775
C 0.242 3.315 -0.839
P -0.705 1.808 -1.390
C -2.287 2.612 -1.802
C -2.877 3.479 -0.879
C -4.112 4.041 -1.143
C -4.789 3.730 -2.312
C -4.235 2.827 -3.205
C -3.000 2.263 -2.947
C 0.070 1.498 -3.010
C 0.811 0.330 -3.160
C 1.418 0.037 -4.367
C 1.286 0.908 -5.437
C 0.570 2.087 -5.288
C -0.035 2.386 -4.078
P 2.019 1.591 0.379
C 3.831 1.526 0.335
C 4.460 1.355 -0.896
C 5.839 1.370 -0.975
C 6.602 1.536 0.170
C 5.979 1.662 1.399
C 4.599 1.645 1.489
C 1.616 2.283 2.007
C 2.169 3.474 2.472
C 1.839 3.939 3.730
C 0.976 3.217 4.540
C 0.425 2.031 4.082
C 0.738 1.568 2.816
H 2.296 3.880 -0.436
H 2.092 2.722 -1.766
H 0.036 4.130 -1.539
H -0.115 3.608 0.154
H -2.369 3.708 0.047
H -4.559 4.718 -0.431
H -5.749 4.177 -2.520
H -4.778 2.557 -4.100
H -2.570 1.559 -3.646
H 0.906 -0.354 -2.314
H 1.979 -0.879 -4.475
H 1.734 0.666 -6.390
H 0.474 2.770 -6.123
H -0.601 3.301 -3.955
H 3.868 1.191 -1.786
H 6.324 1.249 -1.932
H 7.681 1.548 0.105
H 6.570 1.770 2.296
H 4.124 1.720 2.455
H 2.869 4.026 1.860
H 2.261 4.868 4.083
H 0.743 3.578 5.531
H -0.242 1.462 4.713
H 0.315 0.635 2.447
C -3.220 -0.328 -0.192
Ge -1.577 -1.350 0.378
C -1.332 -2.699 -1.100
C -0.067 -3.050 -1.552
C 0.085 -3.935 -2.607
C -1.034 -4.468 -3.225
C -2.298 -4.133 -2.771
C -2.447 -3.252 -1.714
C -2.161 -2.166 2.103
C -2.928 -1.360 2.914
C -3.431 -1.809 4.139
C -3.143 -3.071 4.575
C -2.351 -3.933 3.792
C -2.048 -5.242 4.222
C -1.253 -6.062 3.473
C -0.721 -5.603 2.260
C -1.022 -4.349 1.804
C -1.842 -3.475 2.543
H -4.129 -0.859 0.076
H -3.204 -0.188 -1.270
H -3.253 0.658 0.264
H 0.818 -2.644 -1.072
H 1.075 -4.208 -2.946
H -0.922 -5.149 -4.056
H -3.173 -4.558 -3.242
H -3.437 -2.998 -1.361
H -3.161 -0.352 2.597
H -4.046 -1.150 4.738
H -3.508 -3.426 5.528
H -2.452 -5.588 5.163
H -1.032 -7.066 3.805
H -0.061 -6.241 1.692
H -0.606 -4.009 0.867
*
```

---

Question: Among the records above, which one has the lowest E?
Answer: C45H39GeO4P2Pt